22
Properties=species:S:1:pos:R:3:forces:R:3 method="wB97M-V/def2-TZVPD" homo_lumo_gap_ev=9.11 mol_weight_g_mol=140.18 max_force_ev_per_a=1.8 smiles=Cc1ccc(O)cc1.CO multiplicity=1
C -0.244964 1.118131 3.778998 -0.7 0.2 -1.6
O 0.031672 0.519545 2.504161 0.4 -0.2 0.5
H -0.210414 -0.409710 2.447611 0.0 0.0 0.3
H 0.394578 0.782484 4.586019 0.1 -0.1 0.1
H -1.308959 0.992321 3.992195 0.1 -0.1 0.4
H -0.099334 2.168862 3.519447 0.1 0.0 0.7
C 1.578817 1.643965 -1.473399 0.5 0.5 -0.2
C -1.140336 -0.649621 -0.224078 -0.9 -0.3 0.1
C -1.129172 -1.698065 -1.142476 1.7 -0.7 0.3
C -0.235764 0.396788 -0.301324 0.4 -0.5 -0.6
C 0.662334 0.471111 -1.369284 -0.6 -0.4 0.3
C -0.145016 -1.706925 -2.126589 -0.3 0.6 0.1
C 0.641587 -0.572960 -2.295557 0.3 0.3 -0.1
O -1.808918 -2.868194 -0.890714 -0.7 0.9 0.6
H -1.895932 -0.684401 0.555396 0.2 0.0 0.1
H -0.125622 1.083141 0.518514 -0.4 0.3 -0.1
H 0.031745 -2.614523 -2.692633 -0.1 0.2 -0.3
H -1.772163 -3.422801 -1.663246 0.0 -0.3 -0.4
H 1.188284 2.517194 -0.943556 -0.1 -0.2 -0.1
H 1.709376 1.929073 -2.512402 0.0 0.1 -0.3
H 1.276212 -0.492614 -3.166868 0.3 -0.2 0.0
H 2.601998 1.497209 -1.100225 -0.3 -0.3 0.1